(1)
The following is a DFT calculation (ωB97M-V/def2-TZVPD) of the molecule C20H22N4O4S at a distorted geometry.

ORCA input file:
```
! RIJCOSX wB97M-V def2-TZVPD def2/J DEFGRID3
* xyz 0 1
C -3.6471 -1.1996 0.5086
C -2.2531 -1.6913 0.1278
N -1.6468 -0.9225 -0.9347
C -2.0975 -1.1214 -2.2942
C -1.2235 -2.1353 -3.0270
S -1.1491 0.6210 -0.5758
O -0.9201 0.6982 0.8391
O -2.0222 1.6053 -1.1588
C 0.3983 0.6968 -1.4692
C 0.5533 1.7001 -2.4076
C 1.7113 1.7694 -3.1710
O 1.9757 2.7194 -4.1052
C 1.0185 3.7325 -4.3131
C 2.6901 0.7843 -2.9916
C 2.5173 -0.2272 -2.0781
C 1.3701 -0.2804 -1.2680
N 1.1502 -1.4051 -0.4981
N 1.0794 -1.5275 0.7231
C 1.3277 -0.5443 1.6538
C 2.1316 0.5721 1.4643
C 2.3634 1.4901 2.4818
C 1.7601 1.3361 3.7129
O 1.9286 2.2224 4.7020
C 0.9477 0.1917 3.9543
N 0.4022 0.0892 5.1827
C -0.3376 -0.9541 5.4458
C -0.5753 -1.9842 4.5227
C -0.0281 -1.8934 3.2684
C 0.7558 -0.7719 2.9406
H -3.5863 -0.1560 0.8075
H -4.3353 -1.2817 -0.3298
H -4.0359 -1.7857 1.3376
H -1.5881 -1.5902 0.9864
H -2.2738 -2.7390 -0.1832
H -2.0498 -0.1504 -2.7926
H -3.1415 -1.4515 -2.3032
H -1.5816 -2.2650 -4.0451
H -1.2529 -3.0948 -2.5183
H -0.1919 -1.7961 -3.0530
H -0.2599 2.4002 -2.5053
H 1.4392 4.3792 -5.0813
H 0.0682 3.3197 -4.6649
H 0.8453 4.3130 -3.4021
H 3.5818 0.8336 -3.5962
H 3.2745 -0.9859 -1.9518
H 2.6187 0.7257 0.5128
H 2.9980 2.3453 2.3109
H 1.4019 1.8998 5.4568
H -0.7619 -0.9932 6.4409
H -1.1794 -2.8310 4.8094
H -0.1704 -2.6664 2.5289
*
```

**Gap between HOMO and LUMO**: 7.43 eV
**ΔE to the lowest compared entry with this formula, charge and spin**: 93.0 kcal/mol
**Calculated total energy**: -46080.5199 eV
**HOMO**: -7.8 eV
**SMILES**: CCN(CC)S(=O)(=O)c1cc(OC)ccc1/N=N\c1ccc(O)c2ncccc12

Results of the Löwdin charge analysis, in e, for atoms 1 through 4: -0.06, -0.25, -0.26, -0.25


(2)
The following is a DFT calculation (ωB97M-V/def2-TZVPD) of a structure of composition C20H23As2CoF3NO12S2.

ORCA input file:
```
! RIJCOSX wB97M-V def2-TZVPD def2/J DEFGRID3
* xyz -1 2
Co -1.3524 0.3420 -1.4187
O 1.5350 2.7562 -2.3852
S 0.3761 1.9309 -2.1383
O 0.7226 0.5047 -1.7926
O -0.6077 1.8508 -3.2377
S -0.7433 2.4291 -0.5091
C -4.6426 0.6170 2.1805
O -3.2163 0.6738 2.0937
C -2.5697 -0.3534 2.6242
O -3.0804 -1.3287 3.1148
C -1.0890 -0.2231 2.3764
C -0.2931 0.4585 3.2004
As 1.6490 0.7215 3.1047
C 1.6433 2.5680 2.4480
C 2.0528 -0.1902 1.4266
C 1.3005 -1.0734 0.7720
As -0.6408 -1.0139 0.6492
C -1.1454 -2.8686 0.9966
C 1.8940 -2.0429 -0.1845
O 1.3331 -2.5103 -1.1451
O 3.0965 -2.4861 0.2330
C 3.7406 -3.3927 -0.6585
C 3.4441 0.1569 1.0044
O 4.3260 0.4696 1.7716
O 3.5316 0.2487 -0.3227
C 4.6852 0.8809 -0.8748
C -0.9120 1.0999 4.4021
O -2.0819 1.1327 4.6851
O 0.0153 1.7647 5.1258
C -0.4928 2.4780 6.2521
H -4.9453 0.6766 3.2258
H -5.0090 -0.3064 1.7376
H -4.9985 1.4708 1.6144
H 1.3618 3.2193 3.2740
H 0.9561 2.6790 1.6105
H 2.6586 2.8132 2.1356
H -0.5351 -3.3247 1.7734
H -1.0378 -3.4015 0.0539
H -2.1898 -2.8734 1.3015
H 4.0103 -2.8820 -1.5837
H 3.0880 -4.2311 -0.8960
H 4.6328 -3.7338 -0.1416
H 4.3276 1.4590 -1.7230
H 5.3955 0.1193 -1.1996
H 5.1587 1.5231 -0.1362
H 0.3617 2.9851 6.6904
H -0.9382 1.7893 6.9687
H -1.2483 3.1969 5.9390
F -3.8514 1.4702 -0.6492
C -3.2572 0.3802 -1.2138
F -3.7443 -0.6852 -0.4582
F -3.9350 0.2395 -2.4169
O -1.5482 -1.2875 -2.5506
N -1.1319 -1.0093 -3.7733
C 0.1602 -1.1797 -4.0953
C 0.5979 -0.8636 -5.3642
C -0.2919 -0.3600 -6.2964
C -1.6167 -0.1862 -5.9285
C -2.0163 -0.5141 -4.6536
H 0.7725 -1.5440 -3.2889
H 1.6442 -0.9969 -5.5980
H 0.0424 -0.0922 -7.2894
H -2.3444 0.2236 -6.6138
H -3.0074 -0.3743 -4.2486
*
```

**Expectation value of S²**: 0.76
**Gap between HOMO and LUMO (spin up / spin down)**: 6.82 / 6.95 eV
**ΔE to the lowest compared entry with this formula, charge and spin**: 2.4 kcal/mol
**Calculated total energy**: -236300.7239 eV
**HOMO (spin up / spin down)**: -4.6 / -4.7 eV

Results of the Löwdin charge analysis, in e, for atoms 1 through 4: 0.11, -0.38, 0.10, -0.48


Q: What is the ΔE to the lowest compared entry with this formula, charge and spin in the second record?
A: 2.4 kcal/mol


Q: Which value of calculated total energy does entry 1 give?
A: -46080.5199 eV


Repeat the second record exactly.
The following is a DFT calculation (ωB97M-V/def2-TZVPD) of a structure of composition C20H23As2CoF3NO12S2.

ORCA input file:
```
! RIJCOSX wB97M-V def2-TZVPD def2/J DEFGRID3
* xyz -1 2
Co -1.3524 0.3420 -1.4187
O 1.5350 2.7562 -2.3852
S 0.3761 1.9309 -2.1383
O 0.7226 0.5047 -1.7926
O -0.6077 1.8508 -3.2377
S -0.7433 2.4291 -0.5091
C -4.6426 0.6170 2.1805
O -3.2163 0.6738 2.0937
C -2.5697 -0.3534 2.6242
O -3.0804 -1.3287 3.1148
C -1.0890 -0.2231 2.3764
C -0.2931 0.4585 3.2004
As 1.6490 0.7215 3.1047
C 1.6433 2.5680 2.4480
C 2.0528 -0.1902 1.4266
C 1.3005 -1.0734 0.7720
As -0.6408 -1.0139 0.6492
C -1.1454 -2.8686 0.9966
C 1.8940 -2.0429 -0.1845
O 1.3331 -2.5103 -1.1451
O 3.0965 -2.4861 0.2330
C 3.7406 -3.3927 -0.6585
C 3.4441 0.1569 1.0044
O 4.3260 0.4696 1.7716
O 3.5316 0.2487 -0.3227
C 4.6852 0.8809 -0.8748
C -0.9120 1.0999 4.4021
O -2.0819 1.1327 4.6851
O 0.0153 1.7647 5.1258
C -0.4928 2.4780 6.2521
H -4.9453 0.6766 3.2258
H -5.0090 -0.3064 1.7376
H -4.9985 1.4708 1.6144
H 1.3618 3.2193 3.2740
H 0.9561 2.6790 1.6105
H 2.6586 2.8132 2.1356
H -0.5351 -3.3247 1.7734
H -1.0378 -3.4015 0.0539
H -2.1898 -2.8734 1.3015
H 4.0103 -2.8820 -1.5837
H 3.0880 -4.2311 -0.8960
H 4.6328 -3.7338 -0.1416
H 4.3276 1.4590 -1.7230
H 5.3955 0.1193 -1.1996
H 5.1587 1.5231 -0.1362
H 0.3617 2.9851 6.6904
H -0.9382 1.7893 6.9687
H -1.2483 3.1969 5.9390
F -3.8514 1.4702 -0.6492
C -3.2572 0.3802 -1.2138
F -3.7443 -0.6852 -0.4582
F -3.9350 0.2395 -2.4169
O -1.5482 -1.2875 -2.5506
N -1.1319 -1.0093 -3.7733
C 0.1602 -1.1797 -4.0953
C 0.5979 -0.8636 -5.3642
C -0.2919 -0.3600 -6.2964
C -1.6167 -0.1862 -5.9285
C -2.0163 -0.5141 -4.6536
H 0.7725 -1.5440 -3.2889
H 1.6442 -0.9969 -5.5980
H 0.0424 -0.0922 -7.2894
H -2.3444 0.2236 -6.6138
H -3.0074 -0.3743 -4.2486
*
```

**Expectation value of S²**: 0.76
**Gap between HOMO and LUMO (spin up / spin down)**: 6.82 / 6.95 eV
**ΔE to the lowest compared entry with this formula, charge and spin**: 2.4 kcal/mol
**Calculated total energy**: -236300.7239 eV
**HOMO (spin up / spin down)**: -4.6 / -4.7 eV

Results of the Löwdin charge analysis, in e, for atoms 1 through 4: 0.11, -0.38, 0.10, -0.48